# 1
ORCA calculation (ωB97M-V/def2-TZVPD) on C41H29N7O8PrS as an isolated structure in a non-equilibrium geometry.

The geometry in XYZ format:
```
87
Properties=species:S:1:pos:R:3:forces:R:3
Pr 0.234 0.155 0.037 -0.91 1.68 1.46
O 4.349 1.240 0.753 0.07 -0.26 0.02
C 3.225 0.805 1.006 -0.20 0.57 0.09
N 2.059 1.461 1.060 -0.11 -0.81 -0.14
C 2.040 2.835 1.168 -0.43 1.22 -0.18
C 3.028 3.555 1.844 -0.12 -0.26 -0.09
C 2.915 4.916 2.030 -0.12 0.24 0.01
C 1.780 5.584 1.583 0.29 0.06 0.29
C 0.784 4.895 0.922 -0.12 -0.11 -0.06
C 0.904 3.526 0.659 1.06 0.30 0.41
N -0.032 2.787 -0.047 -0.43 -0.87 -0.23
C -0.789 3.416 -0.951 0.47 -0.31 0.35
O -0.721 4.582 -1.355 -0.23 0.07 -0.27
C -1.874 2.546 -1.535 -0.42 0.21 -0.16
C -2.511 2.993 -2.694 -0.04 0.01 0.03
C -3.559 2.262 -3.214 0.15 -0.01 0.13
C -3.977 1.136 -2.515 -0.03 -0.07 0.12
C -3.314 0.797 -1.346 -0.42 0.04 -0.12
N -2.254 1.448 -0.879 0.22 0.32 -0.16
C 3.088 -0.634 1.444 0.40 -0.23 0.51
C 4.225 -1.439 1.421 -0.16 0.06 0.03
C 4.184 -2.674 2.033 -0.12 0.19 0.05
C 3.033 -3.019 2.730 0.03 0.08 0.06
C 1.951 -2.153 2.702 0.01 -0.28 0.20
N 1.941 -1.008 2.027 0.31 0.17 -0.16
H 3.883 3.016 2.222 0.11 0.03 -0.02
H 3.707 5.457 2.531 0.04 0.04 0.08
H 1.675 6.645 1.765 -0.03 0.07 -0.03
H -0.098 5.418 0.590 0.06 -0.01 -0.05
H -2.164 3.918 -3.130 0.05 -0.01 -0.01
H -4.065 2.573 -4.120 0.02 -0.01 -0.03
H -4.808 0.536 -2.860 -0.08 -0.01 0.06
H -3.672 -0.026 -0.741 -0.03 -0.03 -0.08
H 5.096 -1.052 0.919 0.05 0.00 -0.04
H 5.041 -3.332 2.005 0.04 -0.08 0.02
H 2.979 -3.945 3.284 -0.09 -0.06 0.06
H 1.052 -2.384 3.259 0.02 -0.04 -0.10
O -0.574 -0.416 -4.711 -0.26 -0.33 0.29
C -0.662 -0.318 -3.368 0.84 1.91 -0.49
O -0.225 0.657 -2.778 -0.39 -1.11 -0.45
C -1.382 -1.395 -2.686 -0.68 -1.03 0.56
C -2.102 -2.400 -3.335 0.57 0.75 0.10
C -2.862 -3.256 -2.560 -0.11 -0.05 0.56
C -2.947 -3.036 -1.190 0.16 0.00 -0.28
C -2.203 -2.000 -0.621 -0.34 0.29 0.28
N -1.396 -1.244 -1.351 -0.41 -0.57 -0.88
C -2.486 -1.455 0.816 -0.46 -0.55 -0.62
O -3.543 -1.831 1.312 -0.04 -0.19 0.08
O -1.654 -0.631 1.264 0.27 0.27 0.13
H -0.118 0.377 -5.036 -0.01 -0.05 0.22
H -2.062 -2.474 -4.411 0.01 -0.01 -0.08
H -3.426 -4.054 -3.025 -0.02 -0.04 0.01
H -3.595 -3.625 -0.561 -0.05 0.02 0.11
C 2.505 -3.808 -7.163 -0.05 0.04 0.08
C 2.374 -3.098 -5.847 -0.08 -0.01 0.07
C 1.419 -3.510 -4.921 0.07 0.09 -0.03
C 1.333 -2.914 -3.675 -0.12 -0.02 0.12
C 2.209 -1.897 -3.339 0.02 0.08 0.52
C 3.145 -1.458 -4.256 0.04 0.14 0.03
C 3.217 -2.046 -5.507 -0.03 0.04 0.07
S 2.379 -1.312 -1.636 0.52 -1.66 -0.57
O 1.966 0.080 -1.582 0.53 0.18 -0.46
O 3.762 -1.583 -1.335 -0.21 0.17 -0.29
N 1.313 -2.086 -0.745 0.51 1.46 -0.97
C 1.494 -3.395 -0.425 0.37 -1.05 0.14
C 2.436 -4.244 -0.996 -0.32 0.47 0.07
C 2.552 -5.574 -0.595 -0.07 -0.42 0.18
C 1.750 -6.101 0.381 0.25 -0.12 -0.16
C 0.784 -5.284 0.995 -0.07 0.35 -0.11
C -0.054 -5.742 2.030 -0.13 0.18 0.12
C -0.934 -4.876 2.617 0.16 -0.33 -0.03
C -0.987 -3.552 2.152 0.04 0.09 -0.10
N -0.250 -3.100 1.168 -0.20 -0.07 0.12
C 0.637 -3.930 0.592 0.20 -0.57 -0.11
H 1.566 -3.774 -7.712 -0.04 -0.02 -0.10
H 2.755 -4.855 -6.996 0.02 -0.07 -0.07
H 3.284 -3.361 -7.775 0.03 0.01 -0.07
H 0.756 -4.329 -5.165 -0.07 -0.06 -0.04
H 0.609 -3.255 -2.949 0.01 -0.08 0.04
H 3.825 -0.680 -3.951 0.20 0.12 -0.10
H 3.959 -1.701 -6.212 0.08 0.01 -0.10
H 3.099 -3.858 -1.753 0.12 -0.08 0.01
H 3.297 -6.194 -1.077 0.05 -0.04 0.01
H 1.852 -7.130 0.699 0.01 -0.07 0.00
H 0.032 -6.770 2.356 -0.03 -0.09 0.04
H -1.584 -5.193 3.419 -0.04 0.01 0.07
H -1.655 -2.845 2.622 -0.14 0.10 0.03
```
Forces are in eV/Å.

## Properties
* multiplicity: 3
* E_tot: -3480.54497 Ha
* ΔE to the lowest compared entry with this formula, charge and spin: 1.290 eV
* total charge: -1
* orbital gap (alpha / beta): 5.2 / 5.2 eV
* LUMO energy (alpha / beta): 1.509 / 1.511 eV

Atom charges from the Mulliken analysis, given in e for atoms 1 to 6:
1 Pr 1.250
2 O -0.759
3 C -0.085
4 N 0.122
5 C 0.542
6 C -0.499


# 2
ORCA calculation (ωB97M-V/def2-TZVPD) on a 2-piece molecular cluster, C6H10F2OS overall in a non-equilibrium geometry.

The geometry in XYZ format:
```
20
Properties=species:S:1:pos:R:3:forces:R:3
C 1.163 -0.165 0.546 -1.60 1.41 -0.19
C 0.769 -0.743 -0.772 -3.18 -1.99 1.00
C -0.033 0.700 0.955 0.00 -0.71 0.31
C -0.153 0.352 -1.374 1.41 -0.56 -2.35
C -0.659 1.204 -0.308 -0.76 -3.39 2.08
C -2.866 0.117 0.204 1.47 0.49 -1.94
O -1.213 2.334 -0.318 -2.67 3.91 -2.16
F -3.819 0.644 -0.734 0.69 -0.77 0.54
F -3.275 0.653 1.364 -0.21 -0.15 0.68
S -2.916 -1.777 0.211 -0.33 1.42 -0.09
H 1.291 -0.895 1.258 0.61 -1.67 1.75
H 2.007 0.432 0.495 2.00 1.04 -0.31
H 1.634 -1.024 -1.289 1.02 -0.08 -1.46
H 0.173 -1.772 -0.621 1.05 2.32 -0.23
H -0.764 -0.115 1.105 0.16 0.87 1.29
H 0.133 1.431 1.763 -0.46 -0.51 -0.28
H 0.491 0.859 -2.126 -0.63 0.44 0.40
H -1.012 -0.015 -1.877 -0.57 -0.66 -0.91
H -1.928 2.536 -1.058 2.29 -1.02 1.85
H -4.194 -1.740 -0.169 -0.27 -0.38 0.01
```
Forces are in eV/Å.

## Properties
* multiplicity: 1
* E_tot: -907.62088 Ha
* total charge: 0
* orbital gap (alpha / beta): 7.5 / 7.5 eV
* LUMO energy (alpha / beta): 0.273 / 0.272 eV

Atom charges from the natural (NBO) analysis, given in e for atoms 1 to 6:
1 C -0.396
2 C -0.381
3 C -0.510
4 C -0.545
5 C 0.592
6 C 0.310


# 3
ORCA calculation (ωB97M-V/def2-TZVPD) on C9H18CoN2O5S as an isolated structure.

The geometry in XYZ format:
```
36
Properties=species:S:1:pos:R:3:forces:R:3
Co -0.022 -0.294 -0.126 -0.19 -0.33 0.29
C 0.578 -3.058 1.170 0.10 -0.05 0.02
O -0.377 -1.990 0.987 0.02 0.08 -0.10
C -1.101 -1.690 2.185 -0.11 -0.04 0.01
C -2.106 -0.618 1.826 0.12 -0.02 0.02
O -1.474 0.414 1.045 -0.03 0.16 -0.09
C -0.938 1.557 1.760 0.00 0.06 0.02
C 0.430 1.217 2.317 -0.03 0.00 -0.05
O 1.107 0.480 1.298 0.03 -0.04 0.05
C 2.472 0.137 1.600 -0.01 0.04 -0.02
H 0.037 -3.989 1.330 -0.03 0.02 0.02
H 1.214 -2.842 2.030 -0.01 0.02 -0.01
H 1.189 -3.121 0.276 -0.02 -0.02 0.06
H -0.401 -1.370 2.959 0.02 0.02 0.00
H -1.621 -2.583 2.539 0.03 -0.01 -0.03
H -2.560 -0.186 2.717 0.00 0.01 -0.01
H -2.898 -1.025 1.198 0.00 0.00 -0.01
H -1.636 1.855 2.541 0.00 -0.02 0.01
H -0.871 2.345 1.014 -0.02 -0.03 0.04
H 0.376 0.613 3.226 0.01 0.01 0.03
H 0.986 2.130 2.542 -0.02 0.01 -0.02
H 3.030 1.053 1.790 0.00 0.00 -0.01
H 2.868 -0.374 0.730 0.00 -0.01 -0.01
H 2.500 -0.510 2.480 0.01 0.01 0.01
N -1.130 -1.035 -1.507 -0.01 0.04 -0.01
C -0.297 -1.910 -2.383 -0.01 0.00 0.08
C 1.138 -1.950 -1.873 0.06 0.31 -0.18
O 1.943 -2.716 -2.319 0.02 -0.08 0.05
O 1.400 -1.067 -0.922 0.00 -0.25 -0.09
H -1.903 -1.559 -1.108 0.00 -0.03 -0.03
H -1.523 -0.262 -2.039 -0.02 -0.01 0.03
H -0.299 -1.530 -3.403 0.03 0.01 0.02
H -0.691 -2.923 -2.400 -0.03 0.00 -0.01
S -1.769 3.048 -2.121 -0.04 0.09 -0.04
C -0.705 2.033 -1.537 0.03 -0.23 0.05
N 0.096 1.269 -1.097 0.09 0.28 -0.11
```
Forces are in eV/Å.

## Properties
* multiplicity: 1
* E_tot: -2620.15599 Ha
* ΔE to the lowest compared entry with this formula, charge and spin: 0.019 eV
* total charge: +1
* orbital gap: 7.6 eV
* LUMO energy: -4.239 eV

Atom charges from the natural (NBO) analysis, given in e for atoms 1 to 6:
1 Co 1.256
2 C -0.256
3 O -0.564
4 C -0.098
5 C -0.093
6 O -0.530


# 4
ORCA calculation (ωB97M-V/def2-TZVPD) on C5H8O2 as an isolated structure.

The geometry in XYZ format:
```
15
Properties=species:S:1:pos:R:3:forces:R:3
C 2.022 -0.393 0.516 -0.01 -0.05 -0.03
C 0.963 0.668 0.428 0.15 -0.01 0.27
O 0.544 1.047 -0.899 -0.01 0.07 -0.14
C -0.371 0.393 -0.108 -0.01 -0.14 -0.08
C -2.373 0.787 0.031 -0.04 0.05 -0.19
O -2.345 -0.612 0.046 -0.11 -0.06 0.04
C -1.086 -0.892 -0.519 0.18 -0.06 -0.06
H 2.049 -0.821 1.523 -0.01 0.07 -0.13
H 1.830 -1.194 -0.204 0.02 0.11 0.11
H 3.005 0.036 0.298 -0.13 -0.05 0.04
H 1.066 1.517 1.105 -0.02 -0.12 -0.11
H -1.241 1.101 0.540 0.08 0.06 0.09
H -2.268 1.132 -1.023 -0.03 -0.06 0.11
H -1.118 -0.944 -1.619 -0.03 0.04 0.14
H -0.676 -1.826 -0.115 -0.03 0.16 -0.06
```
Forces are in eV/Å.

## Properties
* multiplicity: 1
* E_tot: -345.57723 Ha
* ΔE to the lowest compared entry with this formula, charge and spin: 6.197 eV
* total charge: 0
* orbital gap: 9.1 eV
* LUMO energy: 0.847 eV

Atom charges from the natural (NBO) analysis, given in e for atoms 1 to 6:
1 C -0.642
2 C 0.064
3 O -0.457
4 C 0.163
5 C -0.084
6 O -0.540


# 5
ORCA calculation (ωB97M-V/def2-TZVPD) on an isolated molecule of C29H28N4O4 in a non-equilibrium geometry.

The geometry in XYZ format:
```
65
Properties=species:S:1:pos:R:3:forces:R:3
C 3.094 0.501 3.180 0.21 -0.25 0.25
N 2.718 1.109 1.931 0.37 0.01 0.00
C 3.729 1.897 1.255 -0.01 0.05 -0.15
C 3.922 1.477 -0.183 0.10 0.09 -0.03
C 3.904 0.129 -0.521 0.03 0.05 -0.01
C 4.121 -0.262 -1.830 0.04 -0.04 0.01
C 4.353 0.686 -2.813 0.01 0.00 -0.12
C 4.369 2.030 -2.481 0.03 0.04 -0.09
C 4.156 2.423 -1.172 0.01 -0.05 0.11
C 1.458 1.039 1.437 -0.47 -0.18 0.12
C 0.965 2.023 0.553 0.12 -0.04 0.01
C -0.368 2.112 0.244 -0.14 -0.17 0.18
C -1.309 1.232 0.789 0.06 -0.02 0.13
C -2.773 1.308 0.413 0.08 0.14 0.06
C -3.311 2.739 0.389 -0.12 -0.09 0.15
C -4.829 2.923 0.460 0.37 0.00 -0.05
N -5.595 1.824 0.394 -0.37 -0.39 0.00
O -5.293 4.039 0.583 -0.03 0.39 0.03
N -2.883 0.661 -0.889 -0.15 0.25 -0.15
C -3.623 -0.446 -1.105 0.03 0.20 -0.46
O -4.587 -0.734 -0.419 -0.27 -0.36 0.26
C -3.106 -1.293 -2.257 0.05 -0.15 0.19
C -1.682 -1.650 -1.914 0.18 0.12 -0.45
C -0.647 -1.001 -2.540 -0.34 -0.19 -0.01
C 0.687 -1.218 -2.167 0.29 -0.10 0.16
C 0.980 -2.101 -1.169 0.08 0.19 -0.21
C -0.048 -2.799 -0.502 -0.29 0.02 -0.03
C 0.246 -3.713 0.532 -0.05 -0.16 0.10
C -0.754 -4.346 1.212 0.24 0.01 -0.06
C -2.093 -4.097 0.877 -0.19 0.06 -0.09
C -2.412 -3.235 -0.135 -0.13 -0.10 0.10
C -1.403 -2.561 -0.859 0.34 -0.08 0.06
C -0.836 0.185 1.547 0.08 0.05 0.03
C 0.524 0.049 1.831 -0.40 1.14 -0.61
N 0.920 -1.201 2.378 0.14 -0.74 0.36
O 0.132 -1.805 3.082 0.07 -0.01 0.13
O 2.013 -1.641 2.052 0.03 -0.23 -0.09
H 3.533 -0.494 3.042 0.01 0.17 0.14
H 2.220 0.400 3.827 0.04 0.00 0.02
H 3.817 1.142 3.685 -0.06 0.05 0.01
H 4.673 1.740 1.784 -0.15 0.07 0.03
H 3.495 2.968 1.313 0.08 -0.02 -0.03
H 3.715 -0.611 0.241 -0.07 -0.08 0.12
H 4.114 -1.311 -2.086 -0.01 -0.11 -0.03
H 4.522 0.378 -3.834 0.01 -0.03 -0.09
H 4.550 2.774 -3.243 0.01 0.06 -0.07
H 4.177 3.473 -0.916 -0.03 0.11 0.04
H 1.642 2.740 0.123 0.11 0.11 0.01
H -0.693 2.899 -0.419 -0.02 0.16 -0.08
H -3.349 0.707 1.125 0.09 0.05 -0.12
H -2.986 3.247 -0.522 0.02 0.04 0.05
H -2.897 3.294 1.233 -0.07 0.04 -0.05
H -5.260 0.886 0.206 0.07 0.00 0.01
H -6.592 1.965 0.424 0.05 0.08 0.00
H -2.095 0.814 -1.502 -0.03 -0.19 0.11
H -3.739 -2.172 -2.372 -0.05 0.11 0.02
H -3.138 -0.713 -3.182 0.00 -0.02 0.01
H -0.854 -0.307 -3.345 -0.09 0.05 -0.07
H 1.473 -0.675 -2.671 0.09 0.03 -0.01
H 2.000 -2.274 -0.862 0.15 -0.01 0.03
H 1.282 -3.883 0.787 0.08 -0.01 0.05
H -0.522 -5.030 2.013 0.06 -0.04 0.08
H -2.877 -4.595 1.428 -0.09 -0.03 0.02
H -3.450 -3.058 -0.368 -0.12 0.03 -0.02
H -1.501 -0.588 1.907 -0.07 -0.06 0.01
```
Forces are in eV/Å.

## Properties
* multiplicity: 1
* E_tot: -1641.85625 Ha
* SMILES string: CN(Cc1ccccc1)c1ccc([C@@H](CC(N)=O)NC(=O)Cc2cccc3ccccc23)cc1[N+](=O)[O-]
* ΔE to the lowest compared entry with this formula, charge and spin: 3.706 eV
* total charge: 0
* orbital gap: 7.9 eV
* LUMO energy: -0.379 eV

Atom charges from the natural (NBO) analysis, given in e for atoms 1 to 6:
1 C -0.399
2 N -0.400
3 C -0.232
4 C -0.048
5 C -0.165
6 C -0.222


# 6
ORCA calculation (ωB97M-V/def2-TZVPD) on C5H5FO4Pb as an isolated structure in a non-equilibrium geometry.

The geometry in XYZ format:
```
16
Properties=species:S:1:pos:R:3:forces:R:3
C -0.580 -0.869 -1.102 -0.08 0.78 -3.74
C -0.846 0.582 -1.367 -0.58 0.04 -0.54
O -1.646 0.668 -2.470 0.49 0.94 0.91
C -2.160 -0.561 -2.744 -1.23 -0.47 -1.96
O -1.592 -1.475 -1.965 0.86 -0.41 1.61
O -2.971 -0.765 -3.596 0.88 0.26 1.11
O -0.623 -1.322 0.109 -0.27 -0.88 0.33
F 0.626 -1.251 -1.705 -0.24 0.15 0.58
H 1.148 1.571 1.109 0.36 -0.45 1.23
Pb -0.235 -0.816 1.988 -1.41 -1.09 2.03
H -0.481 1.522 -0.963 0.13 -0.44 -0.09
C 2.157 0.190 2.445 0.62 0.54 -0.09
C 1.324 1.208 2.168 0.48 0.94 -1.08
H 2.687 -0.352 1.655 -0.07 0.18 0.15
H 2.364 -0.108 3.477 -0.09 0.06 -0.28
H 0.827 1.776 2.960 0.15 -0.16 -0.18
```
Forces are in eV/Å.

## Properties
* multiplicity: 2
* E_tot: -786.82917 Ha
* ΔE to the lowest compared entry with this formula, charge and spin: 0.289 eV
* total charge: +1
* orbital gap (alpha / beta): 5.1 / 7.2 eV
* LUMO energy (alpha / beta): -6.933 / -6.939 eV

Atom charges from the natural (NBO) analysis, given in e for atoms 1 to 6:
1 C 0.752
2 C 0.034
3 O -0.440
4 C 0.959
5 O -0.474
6 O -0.505


Please write out number 4 again, unchanged.
ORCA calculation (ωB97M-V/def2-TZVPD) on C5H8O2 as an isolated structure.

The geometry in XYZ format:
```
15
Properties=species:S:1:pos:R:3:forces:R:3
C 2.022 -0.393 0.516 -0.01 -0.05 -0.03
C 0.963 0.668 0.428 0.15 -0.01 0.27
O 0.544 1.047 -0.899 -0.01 0.07 -0.14
C -0.371 0.393 -0.108 -0.01 -0.14 -0.08
C -2.373 0.787 0.031 -0.04 0.05 -0.19
O -2.345 -0.612 0.046 -0.11 -0.06 0.04
C -1.086 -0.892 -0.519 0.18 -0.06 -0.06
H 2.049 -0.821 1.523 -0.01 0.07 -0.13
H 1.830 -1.194 -0.204 0.02 0.11 0.11
H 3.005 0.036 0.298 -0.13 -0.05 0.04
H 1.066 1.517 1.105 -0.02 -0.12 -0.11
H -1.241 1.101 0.540 0.08 0.06 0.09
H -2.268 1.132 -1.023 -0.03 -0.06 0.11
H -1.118 -0.944 -1.619 -0.03 0.04 0.14
H -0.676 -1.826 -0.115 -0.03 0.16 -0.06
```
Forces are in eV/Å.

## Properties
* multiplicity: 1
* E_tot: -345.57723 Ha
* ΔE to the lowest compared entry with this formula, charge and spin: 6.197 eV
* total charge: 0
* orbital gap: 9.1 eV
* LUMO energy: 0.847 eV

Atom charges from the natural (NBO) analysis, given in e for atoms 1 to 6:
1 C -0.642
2 C 0.064
3 O -0.457
4 C 0.163
5 C -0.084
6 O -0.540


What is the formula in the fourth record? C5H8O2